# 1
C16H27F6N5O4P | the ωB97M-V functional and the def2-TZVPD basis

Positions of all 59 atoms, in Å:
P -0.9414 -1.2985 -0.1046
F -3.9727 1.1794 2.2776
F 0.7071 3.6240 -0.8930
F -3.0821 -0.7596 1.8573
F -4.9183 1.4729 -0.2131
F -4.1576 -0.4610 -0.8611
F -5.6482 -0.3647 0.7406
O -1.2453 -4.1728 -2.5845
O -0.4569 -1.6442 -1.6570
O 3.8464 7.7824 1.1843
O 3.2588 -1.4089 0.9775
N 5.0193 -2.8354 1.2164
N -3.1626 -5.4030 -2.5681
N 1.6042 7.5762 0.8328
N -1.2965 3.4343 0.1384
N -0.2597 2.8523 -0.3753
C -0.1602 1.5359 -0.4251
C 2.8644 7.1020 0.9852
C 0.4267 -1.8344 1.0432
C -1.1135 0.5611 0.0427
C -2.2761 1.1957 0.6658
C 1.3793 9.0101 0.9089
C 4.2300 -3.9904 0.8253
C 4.4301 -1.6274 1.2521
C 0.4784 6.6989 0.5971
C -1.8322 -5.2431 -2.6609
C 6.4184 -3.0210 1.5563
C -4.5851 0.2295 0.2058
C -3.9982 -4.2330 -2.3601
C -3.7907 -6.7083 -2.6692
C -3.4417 0.3920 1.2751
C -2.2097 2.6372 0.6294
H 6.4958 -3.7096 2.3998
H 1.7052 9.3760 1.8838
H -0.0658 -2.2413 1.9536
H 3.3897 -4.1041 1.5131
H -3.7056 -3.7396 -1.4304
H -3.0439 -7.4853 -2.8235
H 1.0246 -2.6144 0.5383
H 0.0104 6.9583 -0.3562
H -0.2459 6.8272 1.4056
H -3.8530 -3.5334 -3.1854
H 0.7694 1.1383 -0.8836
H 5.1142 -0.8210 1.5603
H -4.3375 -6.9169 -1.7477
H -4.4854 -6.7091 -3.5110
H 1.9667 9.5098 0.1371
H -1.0235 -2.3616 -2.0119
H 0.3238 9.2352 0.7681
H -5.0455 -4.5216 -2.3062
H -1.2915 -6.1883 -2.8177
H 3.8367 -3.8360 -0.1813
H 1.0365 -0.9555 1.3202
H 0.7924 5.6573 0.5654
H 6.9451 -3.4400 0.6969
H -3.0718 3.1587 1.0909
H 6.8789 -2.0725 1.8279
H 4.8414 -4.8898 0.8443
H 2.9242 6.0011 0.9099

Forces on the atoms, in the same order (eV/Å):
P -1.2 -2.3 -0.7
F 0.2 -0.4 -0.7
F -0.5 -0.2 0.3
F -0.1 0.5 -0.6
F 0.1 -0.7 0.3
F -0.2 0.2 0.6
F 0.6 0.3 -0.3
O 0.0 0.3 0.1
O 0.3 1.2 1.3
O -0.1 0.1 0.0
O 0.2 -0.1 0.0
N 0.0 0.3 0.1
N 0.3 -0.1 0.0
N 0.1 -0.4 0.0
N 0.6 0.7 -0.3
N -1.6 -1.9 0.5
C 1.9 -2.0 -1.1
C 0.0 0.0 0.0
C -0.4 1.2 0.0
C -0.9 2.7 0.9
C 3.6 -0.5 -1.7
C 0.3 0.0 0.0
C -0.2 0.2 0.0
C 0.2 -0.1 0.0
C 0.0 0.5 0.1
C -0.3 -0.2 0.0
C -0.2 -0.2 -0.1
C -0.1 -0.1 0.0
C 0.3 0.1 0.0
C -0.1 0.2 0.0
C -0.4 1.3 0.6
C -2.5 -0.8 1.4
H 0.1 0.0 0.0
H 0.0 0.1 -0.1
H 0.3 0.2 -0.7
H 0.0 -0.1 -0.1
H -0.1 0.1 0.0
H 0.0 0.1 0.0
H -0.3 0.6 0.2
H -0.1 -0.1 0.0
H -0.1 -0.1 -0.1
H -0.1 0.0 0.1
H -0.6 0.5 0.3
H 0.0 0.0 0.0
H 0.0 -0.1 -0.1
H 0.0 -0.1 0.0
H -0.1 0.1 0.1
H 0.1 -0.1 0.0
H 0.0 -0.1 0.0
H 0.1 -0.1 0.0
H 0.0 0.0 0.0
H 0.0 -0.1 0.0
H 0.1 -0.9 -0.1
H 0.1 0.1 0.1
H 0.1 0.0 0.1
H 0.7 -0.1 -0.4
H -0.1 0.0 0.0
H 0.0 0.1 0.0
H -0.1 0.0 0.0

Total charge   +1
Molar mass   498.39 g mol⁻¹
ΔE to the lowest compared entry with this formula, charge and spin   24.9 kcal per mole
2S+1   1

---

# 2
C16H27N3O4S | the ωB97M-V functional and the def2-TZVPD basis

Positions of all 51 atoms, in Å:
S -2.4906 -0.9998 1.1251
O -1.9865 0.3086 1.4539
O 2.9925 1.1295 0.3802
O -3.2807 -1.6841 2.1058
O 2.9495 -3.7775 -0.3794
N 2.9925 -1.5056 -0.4856
N 0.1864 -3.7014 0.1456
N -3.3528 -1.0144 -0.3153
C 2.3941 -2.6941 -0.2782
C 2.4206 2.4234 0.2130
C 2.5033 3.2441 1.4999
C 0.9668 2.2388 -0.2169
C 0.1767 -1.5002 0.3889
C -2.7902 -0.1669 -1.3450
C -1.0666 -3.3658 0.5088
C -4.7049 1.4235 -1.0968
C -1.1057 -1.9984 0.6690
C 4.4216 -1.3335 -0.5714
C 4.3988 1.0766 0.2546
C -5.2255 0.5492 0.0420
C 4.8977 -0.3480 0.4975
C 0.9642 -2.5835 0.0616
C -4.7901 -0.8984 -0.1802
C -3.1850 1.3012 -1.1783
H 4.6912 1.4111 -0.7543
H 1.9808 2.7222 2.2975
H 4.8817 -2.3149 -0.4302
H -4.8060 0.8945 0.9891
H 2.0388 4.2140 1.3478
H -1.7058 -0.2824 -1.2962
H 2.9697 2.9445 -0.5895
H 0.4592 -0.4710 0.4608
H -5.2446 -1.2999 -1.0928
H 0.3844 1.7859 0.5822
H 3.5364 3.4000 1.8016
H 0.9120 1.6061 -1.1003
H -2.7386 1.6738 -0.2559
H -4.9884 2.4647 -0.9328
H 0.5534 -4.6257 -0.0281
H 2.4861 -0.6531 -0.2868
H -1.8494 -4.0836 0.6427
H 4.8727 1.7493 0.9831
H 4.6899 -0.9603 -1.5672
H -5.0712 -1.5245 0.6668
H 4.5433 -0.6822 1.4735
H -3.1403 -0.5465 -2.3118
H 0.5309 3.2052 -0.4541
H -5.1513 1.0957 -2.0401
H -6.3138 0.6015 0.1026
H -2.7954 1.8809 -2.0171
H 5.9880 -0.3285 0.5104

Forces on the atoms, in the same order (eV/Å):
S 0.4 -0.7 -0.4
O 0.1 -0.1 -0.2
O -0.2 -0.1 0.0
O -0.2 -0.1 -0.1
O 0.0 -0.2 0.1
N -0.1 0.2 0.0
N 0.1 -0.1 0.0
N 0.5 -0.2 0.9
C 0.0 0.2 -0.2
C -0.3 0.4 0.0
C 0.2 -0.3 -0.3
C 0.5 0.0 0.0
C 0.3 -0.2 -0.1
C 0.4 0.5 -0.2
C -0.4 0.0 0.1
C 0.1 0.1 0.2
C -0.4 0.3 0.2
C 0.3 -0.1 0.1
C 0.5 0.0 0.1
C -0.1 -0.1 -0.3
C -0.3 0.2 -0.3
C -0.2 0.4 0.1
C -0.5 0.1 0.5
C -0.1 -0.1 -0.2
H 0.0 0.0 0.1
H -0.1 0.0 0.1
H 0.0 0.1 -0.1
H -0.1 0.0 0.1
H 0.0 0.1 0.0
H 0.0 0.0 -0.3
H -0.1 -0.1 0.1
H 0.2 0.3 0.0
H 0.1 0.0 0.0
H -0.1 0.0 0.1
H 0.1 0.1 0.1
H 0.0 -0.1 -0.1
H 0.0 0.1 -0.1
H 0.0 0.0 -0.1
H 0.0 0.1 0.0
H -0.1 -0.1 0.0
H -0.1 -0.2 0.0
H -0.1 0.0 -0.1
H 0.1 -0.1 0.1
H -0.2 0.0 -0.2
H 0.1 0.0 0.1
H 0.1 0.0 0.1
H -0.1 0.1 0.0
H -0.1 0.0 -0.1
H 0.0 0.0 0.1
H 0.1 0.0 0.0
H 0.0 0.0 0.0

Molar mass   357.48 g mol⁻¹
ΔE to the lowest compared entry with this formula, charge and spin   0.4 kcal per mole
2S+1   1

---

# 3
C16H27N3OS | the ωB97M-V functional and the def2-TZVPD basis

Positions of all 48 atoms, in Å:
S 3.1196 -4.2513 -1.2575
O 3.1965 0.9137 -1.3176
N 3.0604 -1.6745 -0.3630
N 1.7837 -3.5600 0.5721
N 2.1430 -0.6028 0.0517
C 1.1731 1.6989 -0.3382
C -1.3381 2.6065 0.8295
C 0.9086 2.1414 1.1529
C 0.3570 4.0889 -0.9880
C 1.8469 -3.2807 2.0301
C -0.2228 1.1182 -0.8178
C -0.0864 -1.5873 2.0521
C -1.2559 -0.9860 2.8398
C 2.7028 -3.0351 -0.2228
C -0.0724 3.1908 1.2947
C 2.2112 0.6800 -0.5553
C -0.9693 3.4632 -1.3886
C 1.4256 3.0253 -1.1704
C -1.2373 2.2343 -0.6410
C 0.3659 4.4253 0.5428
C 0.3932 -3.0276 2.5403
H -0.9066 3.1378 -2.4123
H 1.3686 4.5410 0.9009
H -1.3692 0.0074 2.4589
H 0.6447 4.9269 -1.6904
H -1.7185 4.1805 -1.3553
H 0.2648 -3.0151 3.6097
H -2.1509 1.8694 -1.1334
H 0.7779 -0.9612 2.1768
H 2.4233 3.4561 -0.9369
H 1.3131 -0.8195 0.5474
H -1.6327 1.6780 1.3650
H 1.3814 2.7689 -2.2038
H -2.1424 -1.6997 2.7446
H 3.8109 -1.3369 -0.9478
H -0.2123 0.9095 -1.9333
H -0.0219 3.4544 2.3953
H -0.5559 0.2273 -0.3772
H -0.2895 -1.5773 0.9506
H 1.6625 -4.4952 0.3009
H 0.5181 1.2350 1.6135
H 2.5796 -2.6052 2.3735
H -0.2517 -3.7364 2.1831
H -2.2098 3.3452 0.9240
H -1.0358 -0.9485 3.9467
H 2.0919 -4.2315 2.5661
H 1.8185 2.2275 1.7669
H -0.2630 5.2808 0.7213

Forces on the atoms, in the same order (eV/Å):
S 2.3 0.0 -2.1
O -2.3 -0.8 1.9
N -2.4 -0.7 2.0
N -0.8 3.7 4.3
N 1.3 1.4 -1.3
C -2.3 1.5 0.5
C -4.0 0.0 0.0
C 2.8 -3.7 -0.2
C 0.8 0.0 0.7
C -3.0 -3.1 0.9
C 1.3 2.3 -2.7
C 0.0 -1.4 0.1
C 0.0 -2.2 0.8
C 0.9 1.2 -3.2
C 0.0 1.6 2.1
C 4.5 -1.8 -2.0
C 2.5 0.2 -1.4
C 0.9 -0.8 0.5
C -1.3 -1.0 0.7
C -0.6 -0.3 -1.7
C 1.5 4.1 -0.4
H 0.2 0.3 -0.9
H 0.7 1.0 -0.1
H -0.9 0.5 0.0
H -0.4 -0.5 1.1
H -1.8 1.2 0.4
H 0.5 -0.1 0.6
H -0.3 -0.2 1.0
H 0.4 0.5 0.4
H -0.5 -0.5 -0.2
H -0.3 -0.8 0.2
H 0.2 0.7 0.2
H 0.5 -0.4 -0.9
H 0.8 1.4 -0.1
H -0.2 -0.2 -0.2
H 0.4 0.1 1.1
H -0.8 -0.2 -1.0
H -0.2 -1.2 1.1
H -0.2 -0.3 0.8
H -0.3 -1.3 0.1
H -0.4 -0.2 0.3
H 0.7 1.3 -0.2
H -1.5 -2.0 -1.1
H 1.0 -0.9 0.1
H 0.0 0.1 -1.1
H 0.4 0.4 -0.7
H 0.2 0.7 -0.7
H -0.2 0.4 0.4

Molar mass   309.48 g mol⁻¹
ΔE to the lowest compared entry with this formula, charge and spin   80.5 kcal per mole
2S+1   1

---

# 4
C16H27N3S4Sm | the ωB97M-V functional and the def2-TZVPD basis

Positions of all 51 atoms, in Å:
Sm 0.0051 -0.2081 0.1684
S -0.0678 -3.8962 -3.0111
S 0.1884 1.2359 2.6171
S -0.0768 0.8290 -2.3968
S 4.9176 -0.9534 -0.2882
N 2.3494 -0.6725 0.0109
N 0.0631 -2.1666 -1.0950
N -2.1091 1.0657 0.0915
C -2.1753 -4.8965 0.5202
C -1.6561 1.3394 2.5714
C 3.6952 1.0992 1.1835
C 0.6698 2.9677 2.2135
C -0.8084 -2.8241 -1.8755
C -2.2688 -2.6012 -1.9118
C -2.4928 1.7296 -1.2116
C 0.3928 2.5700 -2.7036
C 1.4007 -2.5487 -1.3548
C 3.5168 -0.1068 0.3355
C 2.5216 -1.8471 -0.7683
C -2.3076 1.9173 1.3176
C 3.8578 -2.1097 -0.9981
C -3.4247 -4.4078 0.6242
C 1.4672 -3.5188 -2.3278
C -1.9133 0.9783 -2.4055
H 0.0682 3.2732 -1.9285
H -1.7481 -5.1697 -0.4544
H -2.6417 -1.8812 -1.1696
H -1.9239 2.9162 1.1049
H -2.1407 2.7633 -1.1990
H -1.9436 1.9397 3.4338
H 0.4783 3.6260 3.0535
H -3.8326 -4.0961 1.5940
H -2.1584 1.5063 -3.3354
H -2.4893 -2.2897 -2.9518
H 2.3984 -3.9182 -2.6950
H 3.1202 0.9662 2.1095
H -4.0935 -4.3487 -0.2421
H -3.5935 1.7455 -1.2963
H -1.5523 -5.0736 1.4035
H -0.0014 2.8551 -3.6797
H -1.9563 0.2966 2.7469
H 0.1576 3.3492 1.3246
H -2.7641 -3.5721 -1.7364
H 1.4808 2.5736 -2.7516
H -2.8029 0.3179 0.1900
H 4.1869 -2.9346 -1.5997
H 3.4289 1.9966 0.6057
H 1.7477 2.9324 2.0219
H -2.3010 -0.0462 -2.4777
H -3.3892 1.9999 1.5148
H 4.7697 1.1497 1.4288

Forces on the atoms, in the same order (eV/Å):
Sm 0.3 0.1 0.3
S 0.3 0.5 1.4
S -0.3 0.9 -0.2
S -0.4 0.8 -0.3
S -2.0 0.0 0.2
N 0.4 -0.3 -0.2
N 0.1 -0.9 -0.6
N -0.3 0.0 0.0
C -0.6 0.4 0.0
C 0.3 -0.2 -0.1
C 0.5 -0.2 -0.1
C 0.3 -0.4 -0.3
C 1.3 0.3 0.0
C -0.3 -0.5 -0.6
C -0.2 -0.1 0.3
C 0.2 0.0 0.2
C -1.5 -1.2 -1.3
C 0.3 -1.2 -0.7
C 2.3 1.1 0.5
C -0.3 0.0 -0.1
C -1.2 0.2 0.1
C 0.7 -0.2 0.1
C 0.3 0.9 0.5
C 0.1 0.0 0.0
H 0.0 -0.3 -0.2
H -0.2 -0.2 0.5
H 0.2 -0.3 -0.2
H -0.1 -0.1 0.0
H 0.0 -0.1 0.1
H -0.1 -0.1 0.0
H -0.1 -0.1 0.2
H 0.1 -0.3 -0.4
H -0.1 -0.2 0.2
H -0.3 0.0 0.6
H -0.2 -0.3 -0.2
H 0.2 0.3 -0.2
H 0.2 0.1 0.4
H 0.4 0.1 0.0
H -0.2 0.1 -0.4
H 0.0 -0.1 0.1
H -0.2 0.2 0.2
H 0.1 -0.2 0.2
H 0.0 0.6 -0.1
H 0.0 0.0 -0.1
H 0.1 0.0 0.1
H 0.5 -0.1 0.0
H 0.0 -0.1 0.4
H -0.3 0.1 0.1
H 0.0 0.3 -0.1
H 0.4 0.2 0.0
H -0.5 0.3 0.1

Total charge   +3
Molar mass   540.04 g mol⁻¹
DFT total energy   -82720.1543 eV
2S+1   6
⟨S²⟩   8.762